(1)
This record from the OMol25 dataset describes a structure of composition C45H35N4O5S4SnTe. The level of theory is ωB97M-V with the def2-TZVPD basis set.

```
95
C45H35N4O5S4SnTe, DFT ωB97M-V with the def2-TZVPD basis set
Sn 0.40 1.48 -1.37
O 0.21 1.91 1.80
C 0.23 0.71 2.56
C -0.46 -0.31 1.63
O -0.02 -1.56 1.70
O -1.38 -0.05 0.88
C 1.67 0.33 2.86
C 2.50 -0.02 1.80
C 3.84 -0.30 2.02
C 4.36 -0.21 3.31
C 3.54 0.14 4.36
C 2.19 0.40 4.14
C -0.65 0.82 3.81
C -1.13 -0.33 4.43
C -1.88 -0.24 5.59
C -2.15 1.01 6.14
C -1.67 2.15 5.53
C -0.92 2.06 4.36
H 0.72 2.57 2.30
H 2.11 -0.08 0.79
H 4.48 -0.56 1.19
H 5.41 -0.42 3.48
H 3.94 0.21 5.36
H 1.56 0.68 4.98
H -0.89 -1.31 4.03
H -2.25 -1.14 6.07
H -2.74 1.08 7.05
H -1.88 3.12 5.95
H -0.56 2.97 3.90
O 2.52 -2.04 -2.54
S 1.19 -1.57 -2.31
O 0.80 -1.47 -0.89
N 0.85 -0.14 -2.88
C 1.13 0.24 -4.20
C 1.69 -0.53 -5.19
C 1.87 0.00 -6.49
C 1.51 1.28 -6.80
C 0.96 2.11 -5.79
C 0.58 3.45 -6.01
C 0.07 4.20 -4.98
C -0.04 3.61 -3.71
N 0.30 2.36 -3.48
C 0.79 1.59 -4.50
C 0.09 -2.74 -3.05
C -1.20 -2.35 -3.41
C -2.06 -3.30 -3.95
C -1.63 -4.61 -4.12
C -0.34 -4.98 -3.77
C 0.53 -4.04 -3.24
H 2.01 -1.54 -4.99
H 2.31 -0.64 -7.24
H 1.65 1.68 -7.79
H 0.71 3.88 -6.99
H -0.23 5.23 -5.12
H -0.42 4.18 -2.86
H -1.52 -1.33 -3.28
H -3.06 -3.02 -4.24
H -2.30 -5.34 -4.55
H 0.00 -6.00 -3.93
H 1.56 -4.30 -2.99
S 1.73 4.57 3.73
C 1.93 4.17 2.15
S 3.25 3.16 1.58
C 2.46 3.01 0.04
N 1.40 3.74 -0.07
N 1.11 4.40 1.09
C -0.05 5.24 1.09
C -0.01 6.50 1.66
C -1.14 7.29 1.62
C -2.30 6.84 1.00
C -2.32 5.58 0.43
C -1.20 4.77 0.47
S 2.89 1.86 -1.19
H 0.90 6.85 2.14
H -1.12 8.28 2.07
H -3.18 7.47 0.98
H -3.23 5.21 -0.05
H -1.21 3.77 0.04
C 0.10 -4.31 0.56
Te -1.11 -2.60 0.38
C -2.12 -3.58 1.96
C -2.15 -4.97 1.37
C -3.22 -5.85 1.48
C -3.14 -7.09 0.88
C -2.01 -7.46 0.16
C -0.94 -6.59 0.04
C -1.00 -5.34 0.66
H 0.68 -4.19 1.48
H 0.76 -4.43 -0.29
H -3.10 -3.15 2.18
H -1.47 -3.50 2.83
H -4.10 -5.56 2.03
H -3.98 -7.78 0.96
H -1.97 -8.43 -0.31
H -0.06 -6.87 -0.52
```

Results
Total charge   +1
HOMO-LUMO gap   6.88 eV
Highest occupied orbital energy   -9.9016 eV
Maximum force   0.48 eV/A

***

(2)
This record from the OMol25 dataset describes the molecule C4H8N2O3. The level of theory is ωB97M-V with the def2-TZVPD basis set.

```
17
C4H8N2O3, DFT ωB97M-V with the def2-TZVPD basis set
C -1.09 1.42 -0.37
C -0.98 -1.06 -0.43
C 1.08 0.37 -0.53
C -0.39 0.22 0.18
N -1.69 2.33 -0.75
N 2.01 0.99 0.38
O -2.34 -1.16 -0.35
O 1.54 -0.82 -1.10
O -0.22 0.16 1.57
H -0.59 -1.01 -1.44
H -0.53 -1.76 0.26
H 0.93 1.09 -1.32
H 1.71 1.85 0.73
H 2.31 0.32 1.11
H -2.64 -1.56 0.59
H 1.99 -1.35 -0.35
H -1.11 -0.02 1.83
```

Results
HOMO-LUMO gap   9.68 eV
Highest occupied orbital energy   -9.5727 eV
Maximum force   4.36 eV/A
Structure (SMILES)   N#C[C@@](O)(CO)[C@@H](N)O

***

(3)
This record from the OMol25 dataset describes a structure of composition C35H21AuF15GeO2S2Si2. The level of theory is ωB97M-V with the def2-TZVPD basis set.

```
79
C35H21AuF15GeO2S2Si2, DFT ωB97M-V with the def2-TZVPD basis set
Au -1.85 0.10 -0.02
C -3.58 -2.99 -0.14
Si -3.87 -1.16 -0.27
C -5.15 -0.60 1.02
C -4.56 -0.61 -1.96
C -5.57 -1.34 -2.60
C -6.07 -0.90 -3.78
C -5.50 0.15 -4.43
C -4.49 0.87 -3.79
C -4.06 0.59 -2.55
Si -2.84 1.64 -1.59
C -3.61 3.22 -0.83
C -1.81 2.53 -2.93
H -3.24 -3.41 0.89
H -2.74 -3.26 -0.82
H -4.39 -3.70 -0.41
H -5.12 0.43 1.42
H -4.81 -1.27 1.92
H -6.23 -0.79 0.92
H -6.00 -2.25 -2.15
H -6.79 -1.53 -4.25
H -5.96 0.48 -5.43
H -4.11 1.73 -4.30
H -4.66 3.18 -0.44
H -3.59 4.06 -1.57
H -3.06 3.59 0.02
H -2.52 2.96 -3.57
H -1.13 1.82 -3.31
H -1.21 3.25 -2.41
F 4.23 1.72 -2.02
C 4.04 0.55 -2.66
C 3.13 -0.32 -2.22
C 3.19 -1.52 -2.87
F 2.39 -2.59 -2.48
C 3.97 -1.80 -4.00
F 3.81 -2.96 -4.66
C 4.92 -0.86 -4.41
F 5.78 -1.07 -5.45
C 4.93 0.33 -3.67
F 5.97 1.20 -3.94
Ge 1.82 -0.22 -0.72
S -0.06 -0.94 -1.28
C 1.65 1.74 -0.33
C 1.71 2.31 0.94
F 2.06 1.45 1.87
C 1.70 3.65 1.17
F 1.90 4.11 2.43
C 1.57 4.50 0.03
F 1.64 5.75 0.25
C 1.45 4.03 -1.24
F 1.30 4.85 -2.32
C 1.50 2.63 -1.39
F 1.39 2.16 -2.63
C 2.90 -1.06 0.70
C 2.66 -2.37 1.11
F 1.49 -2.93 0.76
C 3.51 -3.01 2.01
F 3.20 -4.21 2.62
C 4.72 -2.46 2.29
F 5.57 -3.10 3.07
C 5.04 -1.17 1.88
F 6.21 -0.73 2.15
C 4.16 -0.55 1.04
F 4.44 0.69 0.51
O 2.23 -3.24 6.02
C 1.65 -2.05 6.45
O 1.64 -1.86 7.66
C 1.04 -1.25 5.35
C 0.78 -1.83 4.07
C 0.11 -1.06 3.13
C -0.45 0.24 3.35
S -1.37 1.18 2.22
C -0.24 0.76 4.64
C 0.51 0.07 5.57
H 2.09 -3.29 5.07
H 0.97 -2.81 3.72
H -0.10 -1.44 2.08
H -0.82 1.64 4.86
H 0.56 0.35 6.61
```

Results
Total charge   -1
HOMO-LUMO gap (spin up / spin down)   5.82 / 5.27 eV
Expectation value of S²   2.008
Highest occupied orbital energy (spin up / spin down)   -3.8775 / -5.4830 eV
Multiplicity   3
Maximum force   3.56 eV/A

***

(4)
This record from the OMol25 dataset describes the molecule C34H39FN2O3. The level of theory is ωB97M-V with the def2-TZVPD basis set.

```
79
C34H39FN2O3, DFT ωB97M-V with the def2-TZVPD basis set
C 2.87 1.79 4.77
C 1.93 2.94 5.11
C 0.95 3.28 3.98
C 1.63 3.86 2.73
C 1.80 2.86 1.58
C 0.47 2.55 0.89
C 0.67 1.54 -0.22
O 1.77 1.19 -0.61
N -0.46 1.05 -0.79
C -1.80 1.45 -0.41
C -2.24 0.82 0.89
C -2.00 -0.43 1.27
C -1.34 -1.52 0.47
N -1.84 -1.60 -0.90
C -1.50 -0.85 -1.97
O -2.12 -0.94 -3.02
C -0.30 0.09 -1.86
H 0.59 -0.50 -1.62
C -0.03 0.78 -3.22
C 0.79 -0.13 -4.09
C 0.25 -0.78 -5.19
C 1.02 -1.64 -5.95
C 2.34 -1.86 -5.62
C 2.89 -1.23 -4.52
C 2.12 -0.37 -3.75
H 2.55 0.13 -2.89
H 3.93 -1.40 -4.25
H 2.95 -2.53 -6.21
H 0.59 -2.13 -6.81
H -0.79 -0.61 -5.44
H 0.53 1.69 -3.02
H -0.97 1.03 -3.71
C -3.03 -2.44 -1.04
C -4.22 -1.80 -0.38
C -4.69 -2.24 0.85
C -5.74 -1.59 1.48
C -6.32 -0.50 0.85
C -5.88 -0.05 -0.38
C -4.83 -0.71 -0.99
H -4.48 -0.38 -1.96
H -6.36 0.80 -0.84
F -7.33 0.14 1.46
H -6.12 -1.92 2.43
H -4.23 -3.09 1.33
H -3.21 -2.55 -2.11
H -2.82 -3.42 -0.61
C 0.18 -1.56 0.58
C 0.92 -2.33 -0.30
C 2.30 -2.39 -0.21
C 2.96 -1.71 0.80
C 2.21 -0.98 1.72
C 0.84 -0.90 1.61
H 0.28 -0.31 2.32
H 2.74 -0.47 2.52
O 4.31 -1.70 0.99
C 5.12 -2.31 0.02
H 4.95 -1.89 -0.98
H 4.96 -3.40 -0.02
H 6.14 -2.11 0.32
H 2.84 -2.98 -0.94
H 0.42 -2.88 -1.08
H -1.67 -2.47 0.93
H -2.36 -0.74 2.24
H -2.79 1.47 1.55
H -2.48 1.16 -1.21
H -1.85 2.54 -0.31
H -0.25 2.16 1.61
H 0.06 3.47 0.46
H 2.48 3.27 0.84
H 2.23 1.93 1.95
H 1.05 4.71 2.36
H 2.61 4.25 3.01
H 0.40 2.37 3.71
H 0.23 4.00 4.37
H 2.51 3.83 5.35
H 1.35 2.67 6.00
H 3.51 1.56 5.62
H 3.50 2.04 3.92
H 2.30 0.89 4.53
```

Results
HOMO-LUMO gap   8.96 eV
Highest occupied orbital energy   -8.3586 eV
Maximum force   0.65 eV/A
Structure (SMILES)   CCCCCCC(=O)N1C/C=C\[C@H](c2ccc(OC)cc2)N(Cc2ccc(F)cc2)C(=O)[C@H]1Cc1ccccc1

***

(5)
This record from the OMol25 dataset describes a cluster of 2 separate species, F2H3N2P in total. The level of theory is ωB97M-V with the def2-TZVPD basis set.

```
8
F2H3N2P, DFT ωB97M-V with the def2-TZVPD basis set
N 0.06 -0.13 -0.36
N -0.04 -0.67 0.88
F 2.13 1.88 0.84
F 3.65 0.06 0.96
P 2.53 0.71 1.93
H -0.77 0.36 -0.73
H 0.29 -0.83 -1.05
H -0.59 -0.17 1.51
```

Results
HOMO-LUMO gap (spin up / spin down)   8.08 / 8.51 eV
Highest occupied orbital energy (spin up / spin down)   -8.3507 / -7.9216 eV
Maximum force   3.00 eV/A

***

(6)
This record from the OMol25 dataset describes the molecule C10H12N2. The level of theory is ωB97M-V with the def2-TZVPD basis set.

```
24
C10H12N2, DFT ωB97M-V with the def2-TZVPD basis set
C 0.12 2.52 2.16
C -1.17 1.99 2.08
C 1.20 1.80 1.55
C -1.48 0.99 1.18
C 0.99 0.66 0.79
C -0.39 0.38 0.46
C -1.99 -1.67 -2.21
C -1.46 -0.59 -1.40
C 2.12 -0.15 0.27
C 2.01 -1.94 -1.26
N -0.68 -0.68 -0.42
N 1.70 -0.80 -0.90
H 0.41 3.30 2.93
H -2.10 2.51 2.55
H 2.25 2.16 1.64
H -2.48 0.66 0.88
H -1.30 -2.55 -2.47
H -2.45 -1.35 -3.16
H -1.80 0.45 -1.67
H 2.97 0.43 0.37
H 2.23 -0.86 1.06
H 1.46 -2.42 -2.09
H -2.89 -2.18 -1.66
H 2.76 -2.64 -0.68
```

Results
HOMO-LUMO gap   8.99 eV
Highest occupied orbital energy   -7.9404 eV
Maximum force   3.74 eV/A
Structure (SMILES)   C=NCc1ccccc1/N=C/C

***

(7)
This record from the OMol25 dataset describes a structure of composition C26H24ClF4N3O2Tc. The level of theory is ωB97M-V with the def2-TZVPD basis set.

```
61
C26H24ClF4N3O2Tc, DFT ωB97M-V with the def2-TZVPD basis set
Tc -1.01 -0.60 0.18
C -3.50 1.43 1.99
C -3.61 1.11 0.52
N -2.32 1.04 -0.22
C -2.63 0.77 -1.66
C -2.49 -0.71 -1.98
C -1.49 2.25 -0.03
C -0.17 2.04 -0.73
N 0.27 0.66 -0.50
C 1.62 0.40 -0.84
C 2.47 -0.23 0.06
F 2.04 -0.50 1.30
C 3.79 -0.50 -0.27
F 4.56 -1.10 0.64
C 4.31 -0.16 -1.50
C 3.48 0.46 -2.41
F 3.92 0.78 -3.61
C 2.16 0.75 -2.08
F 1.37 1.28 -3.03
H -4.45 1.22 2.47
H -3.27 2.48 2.17
H -2.74 0.82 2.48
H -4.23 1.86 0.02
H -4.10 0.14 0.37
H -1.95 1.35 -2.28
H -3.64 1.11 -1.89
H -1.45 -1.09 -1.82
H -2.57 -0.88 -3.05
H -3.20 -1.35 -1.46
H -1.33 2.36 1.04
H -2.00 3.14 -0.40
H 0.59 2.72 -0.33
H -0.23 2.24 -1.80
H 5.34 -0.38 -1.75
Cl -2.22 -2.97 6.96
C -1.78 -2.23 5.48
C -0.80 -1.22 5.47
C -0.43 -0.61 4.30
C -1.02 -0.99 3.09
O -0.64 -0.34 1.99
C -2.02 -2.00 3.08
C -2.70 -2.40 1.89
O -2.47 -1.95 0.76
C -2.39 -2.61 4.29
H -0.34 -0.94 6.40
H 0.32 0.17 4.29
H -3.50 -3.15 1.97
H -3.15 -3.38 4.29
N 0.27 -2.24 0.00
C 0.94 -3.18 -0.10
C 1.79 -4.31 -0.21
C 3.16 -4.12 -0.03
C 4.00 -5.21 -0.13
C 3.47 -6.47 -0.40
C 2.11 -6.65 -0.58
C 1.25 -5.57 -0.48
H 3.56 -3.14 0.20
H 5.07 -5.09 0.01
H 4.13 -7.32 -0.48
H 1.71 -7.63 -0.80
H 0.18 -5.69 -0.62
```

Results
Total charge   +2
HOMO-LUMO gap (spin up / spin down)   5.76 / 6.62 eV
Expectation value of S²   0.974
Highest occupied orbital energy (spin up / spin down)   -14.0267 / -14.2170 eV
Multiplicity   2
Maximum force   0.77 eV/A

***

(8)
This record from the OMol25 dataset describes the molecule C6H10FNS. The level of theory is ωB97M-V with the def2-TZVPD basis set.

```
19
C6H10FNS, DFT ωB97M-V with the def2-TZVPD basis set
C -1.35 0.14 -0.26
C -0.30 -0.49 -0.80
C 0.91 0.36 0.98
C -2.71 0.10 -0.84
C 0.64 -0.64 2.06
C 1.95 0.41 -1.20
N 1.04 -0.18 -0.22
F -0.32 -1.29 -1.79
S -0.82 1.23 1.04
H 1.63 1.00 1.42
H -2.73 0.88 -1.68
H -3.46 0.39 -0.15
H -2.86 -0.85 -1.25
H -0.14 -1.28 1.59
H 0.38 -0.17 3.09
H 1.55 -1.28 2.32
H 2.51 -0.34 -1.69
H 1.50 1.01 -2.06
H 2.56 0.99 -0.56
```

Results
HOMO-LUMO gap   8.35 eV
Highest occupied orbital energy   -7.4751 eV
Maximum force   5.77 eV/A
Structure (SMILES)   CC1=C(F)N(C)[C@H](C)S1

***

(9)
This record from the OMol25 dataset describes a structure of composition C20H34BrInN8O2. The level of theory is ωB97M-V with the def2-TZVPD basis set.

```
66
C20H34BrInN8O2, DFT ωB97M-V with the def2-TZVPD basis set
In 0.05 0.96 -0.03
N -2.46 0.12 0.14
C -3.48 1.02 -0.47
C -3.29 2.49 -0.01
C -1.81 2.57 0.07
O -1.13 2.49 -1.02
O -1.23 2.33 1.18
H -2.65 -0.84 -0.14
H -2.56 0.15 1.15
H -4.49 0.70 -0.24
H -3.34 0.97 -1.55
H -3.74 2.67 0.96
H -3.72 3.16 -0.75
C -0.51 -3.07 3.11
N -0.64 -1.63 3.32
C -0.93 -1.24 4.71
C -0.76 0.27 4.70
N -0.04 0.50 3.45
C 0.70 1.73 3.29
C -0.02 -0.61 2.67
N 0.49 -0.60 1.44
C 0.65 -1.85 0.67
C 1.33 -1.53 -0.66
N 0.52 -0.60 -1.47
C -0.13 -0.96 -2.57
N -0.46 -2.19 -3.00
C -0.26 -3.50 -2.39
C -1.10 -2.14 -4.32
C -1.27 -0.64 -4.58
N -0.62 -0.03 -3.42
C -0.10 1.33 -3.56
H -1.20 -3.56 3.80
H 0.50 -3.43 3.33
H -0.79 -3.37 2.11
H -0.24 -1.74 5.40
H -1.94 -1.54 4.98
H -0.16 0.63 5.54
H -1.71 0.81 4.70
H 1.55 1.74 3.97
H 0.06 2.58 3.50
H 1.07 1.85 2.28
H -0.33 -2.29 0.45
H 1.26 -2.58 1.20
H 1.59 -2.44 -1.18
H 2.28 -1.03 -0.44
H 0.74 -3.89 -2.58
H -0.97 -4.18 -2.84
H -0.45 -3.48 -1.32
H -2.05 -2.66 -4.28
H -0.47 -2.63 -5.07
H -2.31 -0.34 -4.64
H -0.77 -0.32 -5.49
H 0.50 1.40 -4.47
H 0.52 1.59 -2.71
H -0.92 2.04 -3.62
Br 6.58 3.08 -0.64
C 4.80 2.56 -0.43
C 4.45 1.66 0.57
C 3.13 1.30 0.69
N 2.16 1.78 -0.11
C 2.52 2.66 -1.07
C 3.82 3.08 -1.26
H 5.19 1.25 1.24
H 2.81 0.58 1.44
H 1.72 3.07 -1.67
H 4.06 3.80 -2.03
```

Results
Total charge   +2
HOMO-LUMO gap   9.36 eV
Highest occupied orbital energy   -14.5199 eV
Maximum force   0.52 eV/A

***

(10)
This record from the OMol25 dataset describes the ion C5H14N2 with charge -1. The level of theory is ωB97M-V with the def2-TZVPD basis set.

```
21
C5H14N2, DFT ωB97M-V with the def2-TZVPD basis set
C 2.87 -0.53 1.44
C 2.14 -0.67 0.12
N 0.77 -0.17 0.16
C 0.07 -0.41 -1.07
C -1.17 0.45 -1.22
N -2.24 0.04 -0.27
C -3.09 1.12 0.21
H 3.79 -1.10 1.45
H 3.01 0.52 1.74
H 2.25 -0.91 2.27
H 2.69 -0.10 -0.63
H 2.24 -1.68 -0.30
H 0.33 -0.63 0.94
H 0.70 -0.19 -1.94
H -0.18 -1.47 -1.26
H -1.71 0.49 -2.17
H -0.81 1.49 -1.07
H -1.69 -0.37 0.49
H -3.28 0.91 1.26
H -4.07 1.13 -0.27
H -2.61 2.10 0.11
```

Results
Total charge   -1
HOMO-LUMO gap (spin up / spin down)   2.51 / 9.18 eV
Expectation value of S²   0.750
Highest occupied orbital energy (spin up / spin down)   1.4506 / -5.3246 eV
Multiplicity   2
Maximum force   1.74 eV/A

***

(11)
This record from the OMol25 dataset describes a cluster of 2 separate species, C3H11NO2Si in total. The level of theory is ωB97M-V with the def2-TZVPD basis set.

```
18
C3H11NO2Si, DFT ωB97M-V with the def2-TZVPD basis set
C -2.72 -0.64 0.33
C 0.82 0.47 1.50
C 0.59 0.82 -1.58
N -2.63 0.59 0.60
O 2.67 -0.68 -0.47
O 0.49 -1.87 0.11
Si 1.08 -0.35 -0.13
H 0.21 -2.20 -0.74
H -2.03 -1.20 -0.27
H -3.69 -1.18 0.53
H 1.64 0.12 2.18
H 0.91 1.65 1.65
H -0.21 0.29 1.79
H 1.53 1.29 -1.96
H 0.11 0.29 -2.43
H -0.16 1.50 -1.31
H -1.70 0.96 0.55
H 3.10 0.15 -0.35
```

Results
HOMO-LUMO gap (spin up / spin down)   6.47 / 8.20 eV
Expectation value of S²   2.005
Highest occupied orbital energy (spin up / spin down)   -5.9457 / -10.5995 eV
Multiplicity   3
Maximum force   6.89 eV/A